Entry P
ORCA calculation (the ωB97M-V functional and the def2-TZVPD basis) on C2H5NO in the gas phase.

Structure (XYZ):
```
9
Properties=species:S:1:pos:R:3
C 0.5491 0.4157 -0.7782
N -0.3482 -0.5775 -0.1980
C -0.5099 -0.3023 1.1981
O -1.0674 -1.0935 1.9606
H 0.8469 1.2006 -0.2301
H 0.0188 0.9934 -1.5746
H 1.3637 -0.1254 -1.1339
H -1.0117 -0.9273 -0.8449
H 0.1587 0.4162 1.6008
```

Results
- HOMO level (eV) = -9.837
- frontier orbital gap (eV) = 10.806
- spin multiplicity = 1
- SMILES = CNC=O
- lowest unoccupied orbital energy (hartree) = 0.03563



Entry Q
ORCA calculation (the ωB97M-V functional and the def2-TZVPD basis) on 2 unconnected molecules or ions with the total composition C2H5NO.

Structure (XYZ):
```
9
Properties=species:S:1:pos:R:3
C -0.6574 -0.3073 1.2581
C 0.3653 0.0552 -0.9236
N -0.6760 -0.2734 -0.0468
O -2.2273 -1.1454 -0.7947
H -1.5141 -0.5268 1.8912
H 0.3478 -0.0212 1.6896
H 1.1743 0.7029 -0.5574
H 0.9688 -0.9348 -1.2804
H -0.1061 0.6358 -1.7434
```

Results
- HOMO level (alpha / beta) (eV) = -9.429 / -9.383
- frontier orbital gap (alpha / beta) (eV) = 9.326 / 9.419
- spin multiplicity = 1
- lowest unoccupied orbital energy (alpha / beta) (hartree) = -0.00377 / 0.00132



What should be chosen as the least stable of them? Choose entry Q.



Entry P
ORCA calculation (the ωB97M-V functional and the def2-TZVPD basis) on C2H5NO in the gas phase.

Structure (XYZ):
```
9
Properties=species:S:1:pos:R:3
N -0.7909 1.5106 0.3235
C -0.4487 0.2980 -0.5017
C 0.3266 -0.6959 0.2925
O 1.2535 -1.3406 -0.1268
H -1.5490 1.1755 0.9056
H -1.2709 2.1625 -0.2840
H -1.4532 -0.0692 -0.7549
H 0.0539 0.4485 -1.4526
H 0.3184 -0.6107 1.3995
```

Results
- HOMO level (eV) = -9.838
- frontier orbital gap (eV) = 10.708
- spin multiplicity = 1
- SMILES = NCC=O
- lowest unoccupied orbital energy (hartree) = 0.03199



Entry Q
ORCA calculation (the ωB97M-V functional and the def2-TZVPD basis) on 2 unconnected molecules or ions with the total composition C2H5NO.

Structure (XYZ):
```
9
Properties=species:S:1:pos:R:3
C -0.8281 0.0394 0.5427
C 0.9653 -0.7916 -0.5745
N -0.8367 1.4137 0.3154
O -0.3679 0.7921 1.5593
H -1.6651 -0.5475 0.5015
H 1.0868 -1.6739 -0.0951
H 1.4713 0.0304 -0.4560
H 0.2993 -0.8884 -1.4350
H -0.1248 1.6258 -0.3583
```

Results
- HOMO level (eV) = -8.847
- frontier orbital gap (eV) = 9.770
- spin multiplicity = 1
- lowest unoccupied orbital energy (hartree) = 0.03392



What should be chosen as the least stable of them? Choose entry Q.



Entry P
ORCA calculation (the ωB97M-V functional and the def2-TZVPD basis) on a molecular structure, Cl2NO2S.

Structure (XYZ):
```
6
Properties=species:S:1:pos:R:3
N 2.2092 0.6982 0.3886
O -1.4000 0.8394 -1.0496
O -2.2770 -1.0274 0.3395
S -1.1114 -0.4502 -0.4513
Cl 2.9581 -0.3992 -0.6892
Cl 0.9539 -0.1218 1.3026
```

Results
- HOMO level (alpha / beta) (eV) = -3.096 / -3.095
- frontier orbital gap (alpha / beta) (eV) = 6.247 / 6.245
- net charge = -1
- spin multiplicity = 1
- lowest unoccupied orbital energy (alpha / beta) (hartree) = 0.11581 / 0.11577



Entry Q
ORCA calculation (the ωB97M-V functional and the def2-TZVPD basis) on 2 unconnected molecules or ions with the total composition Cl2NO2S.

Structure (XYZ):
```
6
Properties=species:S:1:pos:R:3
N 3.0678 -0.1689 -0.6906
O -2.7445 0.4411 -1.1426
O -3.5364 -0.1340 1.1046
S -2.3820 0.1361 0.2433
Cl 3.4258 1.1111 0.3793
Cl 2.1693 -1.3855 0.1061
```

Results
- HOMO level (alpha / beta) (eV) = -2.085 / -2.086
- frontier orbital gap (alpha / beta) (eV) = 3.160 / 3.162
- net charge = -1
- spin multiplicity = 1
- lowest unoccupied orbital energy (alpha / beta) (hartree) = 0.03950 / 0.03952



What should be chosen as the least stable of them? Choose entry Q.



Entry P
ORCA calculation (the ωB97M-V functional and the def2-TZVPD basis) on 2 unconnected molecules or ions with the total composition C12H18N2O2.

Structure (XYZ):
```
34
Properties=species:S:1:pos:R:3
C -3.5748 0.1961 -1.7681
O -3.2998 1.1541 -0.7659
C -2.9954 0.5134 0.5059
C -4.0833 0.4584 1.3990
C -3.8946 -0.0840 2.6900
C -2.6121 -0.4879 2.9788
C -1.5351 -0.4640 2.1062
C -1.7166 0.0769 0.8083
O -0.8105 -0.1049 -0.1676
C 0.5651 -0.1583 0.3335
C 1.4233 -0.1847 -0.9411
N 2.6498 0.1837 -0.8637
C 3.1550 0.2603 -2.2262
C 1.9300 0.0537 -3.0969
N 0.9250 -0.5759 -2.1599
H -2.6151 -0.3345 -2.2097
H -4.1910 -0.6149 -1.3753
H -4.0911 0.7523 -2.5389
H -5.0161 0.8110 0.9983
H -4.6071 -0.0937 3.4895
H -2.5246 -0.8398 3.9618
H -0.5759 -0.8887 2.3750
H 0.8456 -1.0964 0.9521
H 0.9545 0.6588 0.9339
H 3.7364 1.2372 -2.3457
H 3.8677 -0.5372 -2.3340
H 1.3965 1.0767 -3.2184
H 2.1241 -0.4061 -4.1082
H -0.1149 -0.5588 -2.1989
C 4.9231 0.0096 1.7832
H 4.7369 -1.0154 1.6429
H 4.5024 0.3652 2.7223
H 4.4421 0.5668 0.9650
H 6.0808 0.0710 1.6730
```

Results
- HOMO level (eV) = -8.528
- frontier orbital gap (eV) = 9.304
- spin multiplicity = 1
- SMILES = COc1ccccc1OCC1=NCCN1.C
- lowest unoccupied orbital energy (hartree) = 0.02851



Entry Q
ORCA calculation (the ωB97M-V functional and the def2-TZVPD basis) on C12H18N2O2 in the gas phase.

Structure (XYZ):
```
34
Properties=species:S:1:pos:R:3
C -3.6168 -3.6314 2.1894
C -2.3287 -2.9589 1.8960
C -1.9793 -1.6418 1.8271
C -0.5983 -1.6846 1.5026
N 0.2855 -0.6478 1.3018
C -0.0125 0.6901 1.3661
O -1.1143 1.1058 1.6388
C 1.1768 1.5926 1.1041
C 0.8530 2.6938 0.0866
C 0.9477 2.2773 -1.3862
C -0.0704 1.1952 -1.7935
C 0.6917 0.2375 -2.7081
C 2.1021 0.2452 -2.1287
C 2.3306 1.7178 -1.7873
N -0.1809 -2.9252 1.3906
O -1.2529 -3.7217 1.6351
H -4.3701 -2.8895 2.4348
H -3.9445 -4.2066 1.3247
H -3.4976 -4.3200 3.0239
H -2.5770 -0.7701 1.9770
H 1.2228 -0.9472 1.0737
H 2.0472 1.0167 0.7939
H 1.4076 2.0710 2.0598
H -0.1583 3.0524 0.2900
H 1.5412 3.5271 0.2460
H 0.7535 3.1834 -1.9681
H -0.9405 1.6270 -2.2861
H -0.4255 0.6596 -0.9151
H 0.2500 -0.7579 -2.7281
H 0.7113 0.6267 -3.7274
H 2.1334 -0.3722 -1.2291
H 2.8455 -0.1376 -2.8270
H 2.6933 2.2392 -2.6740
H 3.0746 1.8540 -1.0033
```

Results
- HOMO level (eV) = -9.228
- frontier orbital gap (eV) = 10.124
- spin multiplicity = 1
- SMILES = Cc1cc(NC(=O)CCC2CCCC2)no1
- lowest unoccupied orbital energy (hartree) = 0.03292



What should be chosen as the least stable of them? Choose entry P.



Entry P
ORCA calculation (the ωB97M-V functional and the def2-TZVPD basis) on 2 unconnected molecules or ions with the total composition C2H3NOS2.

Structure (XYZ):
```
9
Properties=species:S:1:pos:R:3
C 2.1456 1.9871 0.4968
N 1.0749 2.2767 0.0587
S -0.3933 2.6401 -0.4816
H 3.1110 1.8582 0.7776
O 0.1101 -0.5333 0.1843
C -0.9517 -1.1408 0.0435
S -2.5396 -0.4042 0.1420
H -1.0594 -2.1420 -0.3057
H -1.9697 0.7143 0.0928
```

Results
- HOMO level (eV) = -8.680
- frontier orbital gap (eV) = 9.358
- spin multiplicity = 1
- SMILES = C#[N+][S-].O=CS
- lowest unoccupied orbital energy (hartree) = 0.02494



Entry Q
ORCA calculation (the ωB97M-V functional and the def2-TZVPD basis) on C2H3NOS2 in the gas phase.

Structure (XYZ):
```
9
Properties=species:S:1:pos:R:3
O -1.3421 -1.5948 -1.1467
C -0.3103 -1.1268 -0.7068
N -0.2699 0.0708 -0.0015
S -1.7623 0.9370 0.2675
C 0.8940 0.6095 0.4984
S 2.4009 0.0240 0.3959
H 0.6744 -1.5887 -0.8314
H -2.4814 0.0248 -0.3727
H 0.7126 1.5546 1.0241
```

Results
- HOMO level (eV) = -9.245
- frontier orbital gap (eV) = 8.695
- spin multiplicity = 1
- SMILES = O=CN(S)C=S
- lowest unoccupied orbital energy (hartree) = -0.02022



Entry R
ORCA calculation (the ωB97M-V functional and the def2-TZVPD basis) on C2H3NOS2 in the gas phase.

Structure (XYZ):
```
9
Properties=species:S:1:pos:R:3
S 0.1160 1.5583 -1.3719
C 0.6367 0.0973 -0.4146
O -0.3612 -0.8295 -0.2781
C -0.9754 -0.7915 0.9405
N -0.4817 -0.1349 1.8936
S 0.8844 0.6966 1.5293
H 0.4829 1.0904 -2.5562
H 1.5736 -0.3151 -0.7716
H -1.8754 -1.3718 1.0292
```

Results
- HOMO level (eV) = -8.713
- frontier orbital gap (eV) = 9.406
- spin multiplicity = 1
- SMILES = S[C@@H]1OC=NS1
- lowest unoccupied orbital energy (hartree) = 0.02548



What should be chosen as the least stable of them? Choose entry P.